1.
Formula: C21H42Al2O29S2
Source: the OMol25 dataset
Level of theory: ωB97M-V/def2-TZVPD

Output
- total charge = +2

Geometry as XYZ:
```
96
Properties=species:S:1:pos:R:3:forces:R:3
H -4.21277 -3.08782 0.08137 0.058 -0.424 -0.108
H 0.45043 2.39941 -1.69491 0.023 0.084 0.025
H -1.92640 -0.34345 3.02786 0.058 0.077 0.138
H -0.15252 1.85600 1.97208 0.071 0.015 0.110
O 3.23285 -0.81298 -2.34458 -0.562 -0.654 0.270
O 5.45949 -3.09859 2.23593 -0.058 0.540 -0.071
H 0.37727 3.52289 1.65554 0.208 0.022 0.021
S 4.31146 -2.60570 1.48492 -0.395 -0.271 0.510
H -3.03031 1.20193 7.08290 0.340 -0.089 -0.276
C -1.64604 -0.54464 5.55917 -0.863 0.018 -0.027
O -4.05462 0.20913 -1.83592 -0.003 -0.418 -0.304
O -0.38900 4.19541 -2.29166 -0.191 -0.017 -0.598
O 3.67865 -1.57405 2.34205 0.209 0.335 -0.283
O 1.35200 -2.90442 -4.19365 0.199 -0.107 1.141
C 0.67944 2.48011 1.64596 -1.074 0.008 -0.175
H 4.70468 2.15681 4.66874 -0.115 -0.262 0.025
C -2.76012 -4.24312 2.72090 0.089 -2.106 -0.371
H -0.60616 -0.32236 -4.00153 0.051 0.226 -0.109
H -3.39215 -2.22233 1.36699 0.106 -0.025 0.015
C -2.78254 0.22235 7.49466 -1.368 0.765 0.082
O 4.44744 0.94822 -1.60512 0.051 0.667 0.049
C -3.35509 -3.11469 0.74357 0.423 0.136 0.426
Al 1.05659 -2.57088 2.95325 -1.112 1.697 -0.771
O 1.18712 0.28595 3.26780 -0.690 -1.404 -0.796
H 2.71754 1.57953 -0.53665 0.058 -0.113 -0.708
H -3.43859 0.57312 3.13064 -0.067 0.051 0.222
O -2.64767 0.07601 4.94272 -0.078 0.107 0.116
O 2.93835 1.30755 4.09684 -0.130 -0.265 0.104
H -6.00723 3.24147 -3.76865 -0.140 -0.072 -0.067
H -5.88266 3.47652 -2.01975 0.045 -0.047 -0.030
C 1.92568 1.26130 3.26411 0.760 0.547 0.619
H -4.35594 -6.80550 3.98472 0.451 0.065 0.140
H 2.35502 6.67033 -1.52651 0.009 -0.085 -0.139
O 2.12382 -2.22811 -6.19222 0.273 -0.110 0.282
H -5.05111 -5.52429 3.01110 0.046 -0.055 -0.156
C 3.67778 1.06789 -0.42929 -0.711 -0.601 1.240
O 4.59519 -2.19017 0.13638 0.670 0.509 -0.523
O -5.48817 1.55214 -2.69868 -0.372 -0.593 -0.241
H -3.90934 -6.68181 2.25276 -0.225 -0.094 0.047
H -2.62218 0.62178 -0.42228 0.231 -0.230 0.136
H 4.15167 2.60263 3.03275 0.127 -0.169 0.080
C 3.84272 2.41218 4.06274 0.714 0.849 -0.594
H 3.43735 3.36050 4.41684 -0.477 -0.332 0.209
C 4.10148 0.02310 -2.47920 0.561 0.336 -0.280
O -1.87734 -3.47111 3.01873 0.701 0.978 -0.024
O -0.80649 -1.21590 5.01190 1.071 -0.637 -0.492
O -3.04578 -5.28270 3.48222 0.151 0.402 0.737
H 5.57818 -0.78667 -5.20330 0.049 0.596 0.014
O 0.05111 -2.05732 -1.22387 0.218 -0.332 -0.421
H 4.18798 1.64039 0.34309 0.632 0.006 -0.455
H -3.68026 -0.38626 7.38347 0.130 -0.151 0.067
H -2.39652 -3.15571 0.23446 -0.153 0.198 -0.349
C -4.15919 -6.13193 3.15799 -0.376 0.081 -0.461
H 1.89281 -4.18640 -6.81240 0.092 -0.111 0.049
H -2.59382 0.39621 8.54894 0.527 -0.474 -0.035
C -6.20471 2.78851 -2.80107 0.385 0.447 0.357
H -0.98480 2.93148 -0.77866 -0.027 -0.120 -0.034
O 0.13992 0.23945 -0.39233 -0.341 -0.403 -0.180
O -3.68000 2.42291 -1.66909 0.200 0.105 -0.131
H -7.25156 2.54739 -2.65403 -0.029 -0.037 -0.224
H 3.85655 -0.27998 -5.30123 0.038 0.191 0.103
H -1.16520 2.33292 -2.44111 -0.078 0.174 -0.055
Al 2.48298 -3.57962 -1.44755 -0.306 1.039 -0.589
O -0.58797 -1.56923 1.04619 -0.155 -0.287 1.534
H -2.70437 -1.09634 -1.09025 -0.291 0.039 0.429
C 0.33910 5.05308 -1.59071 0.283 0.342 0.462
H 1.52759 7.85180 -2.61737 0.161 -0.215 -0.164
H 1.00947 7.68067 -0.96681 -0.042 -0.227 0.115
O -1.67595 -0.40629 6.86051 0.675 0.059 0.327
O 0.47023 6.16461 -2.28887 -0.010 -0.192 -0.363
S 0.28420 -1.15738 -0.07983 1.029 0.114 0.194
H 3.16815 -3.94078 -5.55301 -0.390 -0.004 0.174
O 1.78590 2.34540 2.54285 0.190 -0.210 0.065
O 1.63665 -1.52798 0.37942 0.834 0.156 0.497
H 0.92625 2.19597 0.62987 0.414 0.046 0.111
H 0.74404 -0.65642 -2.93232 0.316 -0.417 -0.357
O 3.28633 -3.66324 1.38048 -1.775 -1.059 0.505
H 4.40609 -1.67919 -4.34035 -0.287 0.188 0.118
O -3.42080 -4.29330 1.57308 -0.660 0.843 0.014
C 0.47607 -0.22626 -3.89261 -0.479 0.261 0.807
C -2.77150 -0.02789 -1.28227 0.091 0.007 -0.630
O 0.80272 4.84825 -0.49087 0.047 -0.234 -0.113
C 1.41357 7.12868 -1.81640 -0.246 0.596 0.408
H 3.49285 0.06993 -0.03247 -0.125 0.125 0.034
C 4.64670 -0.65873 -4.65733 0.122 -1.288 -0.248
H 3.46668 -3.37476 -7.15759 -0.299 -0.044 -0.272
O 4.88213 0.17189 -3.52971 0.039 0.155 -0.040
H -2.00003 0.14761 -2.03749 -0.007 0.371 0.097
C -4.34363 1.49968 -2.06566 -0.234 0.364 0.586
C -2.86402 -0.23569 3.57342 0.172 -0.134 -0.703
C 1.52540 -2.04244 -5.02574 -0.281 0.060 -0.934
H 0.79811 0.81284 -3.84672 -0.267 0.047 -0.275
H -3.40822 -1.17479 3.47674 -0.054 0.036 0.176
C 2.67114 -3.53117 -6.43207 0.574 0.091 -0.183
O 1.10470 -0.79409 -5.01952 0.479 0.038 -0.027
C -0.52484 2.89055 -1.76744 0.091 -0.095 0.398
```
Positions in Å, forces in eV/Å.

2.
Formula: C21H42F4N2NbO9S
Source: the OMol25 dataset
Level of theory: ωB97M-V/def2-TZVPD

Output
- total charge = -1

Geometry as XYZ:
```
80
Properties=species:S:1:pos:R:3:forces:R:3
H 2.31002 0.21514 -2.61246 -0.047 -0.037 0.001
H 3.21818 1.78421 -7.61384 0.226 0.017 0.005
F -3.33173 -4.41229 -3.05509 0.220 0.203 0.016
C -2.42586 -2.67385 1.82056 0.830 -0.001 -1.075
Nb -2.50841 -1.98406 -0.35043 -3.135 0.265 1.954
C 1.05565 1.37940 3.64145 -0.028 0.091 -0.098
C 2.51475 2.13051 -3.55327 -0.100 0.101 0.070
H 2.32189 -1.88706 4.58513 -0.014 -0.028 -0.069
C -1.81386 -1.96436 2.84451 0.466 1.133 -0.406
H 1.17211 -0.71987 3.23135 0.039 -0.026 0.041
F 0.66119 -2.40231 0.93406 0.095 0.429 -0.041
H 0.22611 1.51358 2.94447 -0.031 -0.094 0.028
H -4.00370 0.01583 1.03153 0.229 -0.199 0.153
H -2.27973 -1.50425 -2.08109 1.075 -0.056 0.118
C 3.16197 4.08790 5.04861 0.132 -0.155 0.032
H -5.27716 -1.93716 -1.04981 0.046 -0.037 -0.214
F -5.42482 -4.68770 -3.42477 0.127 0.156 0.108
H 2.17199 4.51197 4.85013 0.000 0.031 0.047
H 1.93368 0.36430 6.04558 0.192 0.113 -0.085
H -3.49438 -4.52018 1.46681 0.009 -0.196 0.013
H -5.01183 -2.97621 0.31216 0.059 -0.150 0.020
S -0.02548 -1.29828 -0.06357 0.220 -0.311 -0.758
H 0.36776 -1.52461 -3.65266 0.120 -0.126 0.068
C 3.09755 2.26086 -6.63131 -0.179 -0.190 -0.085
H -4.30388 1.83593 -0.57398 -0.209 -0.074 0.071
H 2.11910 4.56336 -6.20427 0.032 0.005 -0.045
H 1.22962 4.11879 -7.69665 0.063 0.147 0.015
H 3.73527 -1.91744 3.48525 -0.091 -0.143 0.029
O 1.06967 0.31930 -4.28003 0.383 -0.068 -0.131
C 3.62910 1.31216 -5.57291 0.015 -0.171 0.087
C -4.62784 -2.73693 -0.68224 0.880 -0.151 -0.077
H 2.48198 2.38800 7.39504 -0.183 0.007 0.102
C 1.36934 3.89038 -6.63334 -0.134 -0.197 -0.058
C -3.30266 0.07465 0.18519 -0.795 0.143 -1.320
H 0.98580 -1.42784 -5.31648 -0.043 0.093 -0.015
H 2.11348 0.30840 2.13764 -0.229 -0.038 -0.071
C -4.07666 0.82920 -0.94537 0.477 0.352 0.297
H -1.34624 -1.02046 2.56933 0.068 0.035 0.249
C 1.14246 -1.09575 -4.28777 -0.251 0.065 -0.169
H 3.08166 0.36857 -5.57836 -0.213 0.091 -0.050
C -2.99525 -3.88997 2.18940 0.188 0.768 -0.612
O -4.83038 -3.95901 -1.46083 -0.158 0.563 -0.036
H 4.66062 1.07389 -5.84961 0.017 0.069 0.007
H 3.68748 4.70274 5.78902 -0.084 0.121 -0.020
H 2.84283 2.61234 -2.62853 0.085 -0.073 0.001
C 3.24765 -1.37542 4.30299 0.158 0.166 -0.060
H -2.33988 0.84082 -2.04364 0.024 -0.038 -0.050
O 3.07613 2.74944 5.47892 -0.244 0.104 -0.181
F -4.61785 -2.68371 -3.30464 0.136 0.124 0.071
C -2.89851 -4.23226 3.50632 -0.982 -2.061 0.591
C 1.68345 0.92775 -3.15451 -0.170 0.079 -0.151
H -3.32905 -5.17558 3.83303 0.005 0.018 0.039
H 0.57533 1.05209 6.90613 -0.035 0.060 -0.021
H -2.25023 -3.78540 5.47307 0.167 0.115 0.063
H 3.91197 -1.37551 5.16965 0.057 0.023 -0.054
O 0.44550 1.27994 4.92568 -0.025 0.116 0.046
H 1.91504 2.86951 -4.08716 -0.102 -0.136 -0.130
C -4.52792 -3.90347 -2.76119 -0.749 -0.804 -0.137
O 0.12458 -0.01694 0.57826 -0.035 0.161 0.748
O 1.71912 2.53709 -6.45714 0.154 0.233 0.256
H 3.69027 3.18247 -6.61993 -0.046 0.041 0.044
O 3.71797 1.84231 -4.26160 0.070 0.101 -0.068
H 1.32430 3.33879 6.43512 0.018 0.019 -0.065
H 0.42702 4.05956 -6.11185 -0.029 -0.048 -0.057
C 2.02815 2.49955 6.40094 0.199 -0.134 0.018
H 1.66788 2.28017 3.57047 0.181 -0.074 0.071
C -2.27430 -3.45767 4.43998 0.075 0.493 0.219
H 0.88865 1.26403 -2.47918 0.154 0.018 0.195
C 1.26674 1.22757 6.07625 -0.050 -0.193 -0.016
O 0.70293 -1.42543 -1.29392 0.545 -0.371 -0.180
H 3.72595 4.10099 4.11588 0.061 -0.023 0.045
O 3.01424 -0.03332 3.94053 -0.264 -0.129 0.349
H 2.12649 -1.45012 -3.96374 -0.035 0.000 0.109
H -3.63765 0.37206 -2.90452 0.158 -0.137 0.017
C 1.82234 0.15834 3.18045 0.248 0.169 -0.060
N -3.32461 1.01596 -2.19231 -0.295 0.163 -0.031
H -1.91244 -3.64183 -0.84143 -0.070 -0.062 -0.367
N -1.72978 -2.28918 4.12356 0.106 -0.084 0.465
H -5.03670 0.35826 -1.16979 0.041 -0.086 0.017
H -2.50419 0.76735 0.48072 0.203 -0.306 0.175
```
Positions in Å, forces in eV/Å.

3.
Formula: C21H42F6Hf2O11P2
Source: the OMol25 dataset
Level of theory: ωB97M-V/def2-TZVPD

Output
- total charge = +4

Geometry as XYZ:
```
84
Properties=species:S:1:pos:R:3:forces:R:3
H 2.83854 -0.99707 -2.63366 -0.061 -0.100 -0.164
H 0.39972 -3.68024 -5.50285 -0.179 0.319 -0.849
P 0.15441 0.22292 -0.06333 0.170 -0.299 2.018
O 1.58331 2.02400 2.89697 -1.394 1.668 0.409
H 2.74596 2.57553 5.09215 0.422 0.119 0.225
H 0.67047 5.25850 -3.08486 -0.506 -0.744 0.360
H 3.88254 3.38601 1.63903 0.405 0.171 0.628
H -6.06886 1.81689 2.08511 -0.575 -0.459 -0.318
H 4.47251 2.27386 4.45344 -0.187 0.984 -0.122
Hf -0.61976 3.22012 2.28835 4.780 -6.764 -7.366
O -1.69453 2.69199 -2.41892 -0.140 -1.293 -0.372
H 1.89178 -2.97710 -4.95599 0.058 -0.229 0.372
F -1.78229 5.08990 -1.71404 -0.713 -3.480 1.143
H 0.78876 -2.98172 -1.72505 -0.643 0.954 0.016
O -0.90714 1.09552 3.56665 -0.631 0.508 0.760
C 0.11899 -2.53873 -3.77070 3.222 -0.583 -1.112
H 1.23062 5.36642 -1.36168 0.156 0.010 -0.047
O -0.18042 1.28619 0.99624 -0.232 -0.735 -1.160
H 1.14424 -4.12184 -2.84753 -0.734 -0.608 -0.454
C 3.18184 3.08564 -1.73439 -0.232 -0.089 -1.046
C -2.47969 -4.11231 0.68980 0.771 -0.147 -1.293
H 3.53857 1.02901 4.84056 -0.781 -0.574 -0.340
H 0.99653 -0.30754 5.33474 -0.183 -0.705 -0.253
O -0.27622 0.43221 -1.52938 -0.162 -0.432 -0.202
O -0.57524 -1.54585 -3.63308 -1.705 4.816 -0.036
H 3.68167 -3.40123 -0.34940 -0.230 0.092 0.134
C 3.85691 -3.72817 -1.37434 0.622 0.841 0.655
C -4.31213 0.92295 1.37746 2.015 0.005 -0.495
H -4.29667 -3.23152 -2.23645 -0.174 -0.569 0.359
H -2.74271 -3.18771 1.20364 -0.906 -0.073 -0.222
H -2.51411 -0.79701 3.53347 0.035 -0.587 -0.234
H 2.89083 -4.04765 -1.76513 0.328 -0.514 -0.049
O -1.57833 3.39028 0.18406 0.295 0.235 0.904
H 3.37105 1.94624 0.91542 -0.615 -0.210 0.276
H -5.90354 0.04842 2.62106 -0.313 0.086 -0.634
H -0.38022 -0.37217 6.49289 0.082 -0.267 -0.252
C 1.88412 3.51981 -2.30305 -2.273 1.482 0.920
C 0.83055 -2.76785 -5.09051 -0.254 0.597 1.706
H -4.58266 -0.44653 -0.37977 0.792 -0.246 0.458
H 2.28036 5.53484 -2.82287 0.399 0.405 0.641
C 3.41096 2.02819 4.42410 0.152 -0.150 -0.242
H 4.66537 1.76551 2.03751 0.310 0.616 0.192
C -1.98427 -0.90540 4.47985 -0.258 0.780 -1.810
P -2.10841 3.55891 -1.23520 -1.818 3.434 -0.099
H 3.14370 -1.30979 -0.89710 -0.102 -0.089 -0.273
O -3.11077 1.23466 1.62647 -1.838 0.167 0.129
H 4.30274 -0.40228 -1.82985 0.072 0.032 -0.293
H 0.77659 -1.77823 -5.54420 -0.367 -0.626 -1.161
C 4.35270 -2.53412 -2.17465 1.035 -0.987 -0.965
F -2.83942 -0.08141 -2.81542 4.264 2.648 -2.667
O 5.27474 -2.66024 -2.96748 -1.623 0.896 1.131
H 3.14697 1.99869 -1.66078 0.144 0.100 0.532
H 4.65864 -4.46010 -1.27621 -0.469 -0.388 -0.634
H -0.63446 -3.81449 -2.41911 0.140 -0.586 0.436
C 2.81817 2.11517 3.04955 0.753 -0.036 -0.669
H -2.75378 -3.90612 -2.75644 -0.483 -0.983 -0.141
H -2.78743 -0.76163 5.20260 0.417 0.286 0.633
H -4.96423 1.35169 3.28899 0.027 -0.130 0.241
H 3.95078 3.30799 -2.47425 0.292 0.279 0.053
H -2.73380 -2.64315 -1.74760 -0.156 0.456 0.828
H -5.63005 0.80059 -0.32847 -0.127 0.560 0.212
C 0.04870 0.14104 5.63222 -0.296 0.514 -0.616
O 0.97469 2.70328 -2.51948 -0.180 -1.622 -1.683
C 0.35302 -3.40424 -2.63043 0.531 -1.203 0.373
O -3.64976 -5.68474 -0.76418 0.800 1.881 0.039
H -1.44410 -3.87917 0.44220 0.364 0.033 -0.577
C -0.95340 0.17245 4.45478 1.179 1.730 1.332
C 1.44760 5.00074 -2.36533 1.648 -0.514 -1.097
H -1.53974 -1.88969 4.62702 0.021 0.067 0.036
C -5.41684 0.98974 2.36583 1.165 0.814 1.194
C -3.31469 -3.55431 -1.89058 1.298 0.283 0.596
C 3.59618 -1.23039 -1.88557 0.703 -0.010 0.378
H 3.38448 3.65317 -0.82613 0.094 -0.194 -0.029
C 3.74798 2.32806 1.86423 -0.551 -0.942 -0.064
F -0.23158 -1.30275 0.57267 0.895 4.202 -2.172
C -3.20833 -4.55588 -0.66734 -0.731 -0.675 0.562
F 1.03840 3.95836 0.80516 -3.309 -0.825 3.523
F 1.73218 0.15105 -0.08101 -1.963 -0.187 0.005
F -3.71316 3.62204 -1.04265 3.261 -0.331 -0.843
Hf -0.92544 0.90899 -3.68736 -3.679 -2.941 9.800
H 0.42884 1.09638 5.99401 -0.593 0.478 -0.315
H -2.32307 -4.92314 1.40122 -0.842 -0.170 -0.165
C -4.59574 0.59351 -0.05384 -0.845 0.228 -0.446
H -3.93072 1.22604 -0.64184 -0.061 -0.485 -0.227
```
Positions in Å, forces in eV/Å.

no.,Kohn-Sham gap (eV)
1,2.156
2,6.795
3,2.535